# 1
Density functional theory data (ωB97M-V with the def2-TZVPD basis set) for a molecular structure, C32H38N3O6PtS3 at a distorted geometry.

The calculation puts the energy above the lowest of the compared OMol25 structures with the same formula, charge and spin at 70.1 kcal per mole. The value obtained for the orbital gap is 4.821 eV. Its HOMO energy is -9.3 eV. As for the total energy: -86299.2560 eV. Its LUMO energy is -4.52 eV.

Geometry as ORCA input:
```
! RIJCOSX wB97M-V def2-TZVPD def2/J DEFGRID3
* xyz 1 1
Pt 0.953 1.099 -0.668
O 0.888 1.343 1.565
S 0.122 0.523 2.626
C 0.670 -1.236 2.592
C 1.493 -1.596 1.353
C 2.997 -1.660 1.587
C 3.649 -0.300 1.861
S 4.085 0.615 0.365
O 2.961 0.433 -0.694
C 3.961 2.287 0.951
C 4.643 2.650 2.106
C 4.591 3.969 2.530
C 3.875 4.913 1.803
C 3.212 4.540 0.641
C 3.264 3.224 0.202
C 0.885 1.061 4.135
C 0.615 0.378 5.318
C 1.203 0.819 6.490
C 2.034 1.934 6.479
C 2.263 2.624 5.298
C 1.680 2.195 4.110
H -0.258 -1.806 2.618
H 1.212 -1.413 3.520
H 1.296 -0.866 0.578
H 1.151 -2.555 0.961
H 3.459 -2.138 0.720
H 3.213 -2.297 2.446
H 4.614 -0.457 2.349
H 3.038 0.361 2.476
H 5.204 1.921 2.678
H 5.117 4.262 3.429
H 3.849 5.943 2.132
H 2.680 5.284 0.062
H 2.810 2.939 -0.739
H -0.048 -0.480 5.332
H 1.008 0.295 7.417
H 2.491 2.273 7.400
H 2.888 3.508 5.298
H 1.840 2.727 3.181
C -2.555 -5.920 -1.685
C -2.398 -5.285 -3.061
N -1.984 -3.870 -3.035
C -3.023 -2.872 -3.344
C -4.012 -2.705 -2.200
C -0.713 -3.629 -2.708
O 0.075 -4.480 -2.306
C -0.064 -2.279 -2.960
C 0.788 -2.180 -4.056
C 1.628 -1.091 -4.179
C 1.609 -0.116 -3.204
N 0.763 -0.195 -2.160
C -0.062 -1.262 -2.035
H -3.014 -6.903 -1.790
H -3.196 -5.313 -1.043
H -1.587 -6.041 -1.205
H -3.341 -5.320 -3.603
H -1.653 -5.834 -3.637
H -3.551 -3.214 -4.233
H -2.546 -1.924 -3.600
H -4.569 -3.628 -2.034
H -4.746 -1.923 -2.415
H -3.493 -2.453 -1.269
H 0.807 -2.977 -4.788
H 2.313 -0.998 -5.010
H 2.275 0.730 -3.230
H -0.700 -1.297 -1.165
N -0.434 2.596 -0.916
C -1.878 2.351 -1.189
C -2.314 1.068 -1.379
C -3.632 0.816 -1.671
C -4.539 1.862 -1.754
C -4.096 3.168 -1.544
C -2.759 3.418 -1.258
S -6.210 1.465 -2.246
O -7.022 2.514 -1.664
O -6.124 1.474 -3.696
O -6.403 0.133 -1.676
H -0.359 3.141 -0.057
H -0.055 3.158 -1.674
H -1.613 0.275 -1.289
H -3.988 -0.188 -1.831
H -4.816 3.975 -1.607
H -2.411 4.435 -1.100
*
```

# 2
Density functional theory data (ωB97M-V with the def2-TZVPD basis set) for a molecular structure, C19H13BrF5IN4NaO4S.

The calculation puts the energy above the lowest of the compared OMol25 structures with the same formula, charge and spin at 6.1 kcal per mole. The value obtained for the orbital gap is 7.005 eV. Its HOMO energy is -4.9 eV. As for the total energy: -141051.4768 eV. Its LUMO energy is 2.12 eV.

Geometry as ORCA input:
```
! RIJCOSX wB97M-V def2-TZVPD def2/J DEFGRID3
* xyz -1 1
Na 0.811 0.682 0.502
N -0.062 -1.307 3.398
C 0.324 -0.157 4.035
C -0.254 0.860 3.339
N -0.954 0.363 2.263
C -0.814 -0.943 2.324
C -1.395 -1.922 1.403
N -2.553 -1.810 0.789
C -2.670 -2.947 0.039
C -1.577 -3.752 0.214
N -0.774 -3.092 1.102
H 0.381 -2.207 3.500
H 0.975 -0.168 4.891
H -0.193 1.920 3.525
H -3.534 -3.121 -0.582
H -1.305 -4.705 -0.203
H 0.207 -3.293 1.305
C 4.021 -2.172 0.415
S 2.393 -1.795 0.993
O 1.978 -2.974 1.773
O 1.568 -1.582 -0.200
O 2.499 -0.576 1.793
H 3.959 -3.052 -0.219
H 4.648 -2.362 1.282
H 4.376 -1.312 -0.147
F -1.129 7.164 2.511
C -0.665 6.092 1.835
C -1.205 5.736 0.612
F -2.204 6.470 0.094
C -0.725 4.639 -0.074
F -1.285 4.333 -1.260
C 0.323 3.819 0.404
O 0.757 2.794 -0.227
C 0.838 4.230 1.656
F 1.826 3.497 2.213
C 0.361 5.321 2.353
F 0.889 5.646 3.547
Br -0.983 1.172 -5.937
C -0.888 -0.447 -4.949
C -1.207 -1.621 -5.616
C -1.156 -2.830 -4.943
C -0.779 -2.861 -3.608
C -0.458 -1.685 -2.949
C -0.513 -0.460 -3.611
I -0.055 1.245 -2.485
H -1.496 -1.574 -6.657
H -1.410 -3.746 -5.462
H -0.737 -3.799 -3.071
H -0.152 -1.711 -1.911
*
```